# 1
Below is a molecular structure, C28H20F6N3O5S5SiTc, with properties calculated with ωB97M-V with the def2-TZVPD basis set.

Energy: -4579.6567 hartree
Spin multiplicity: 4
ΔE to the lowest compared entry with this formula, charge and spin: 0.0 kJ/mol
Maximum force: 0.8 eV Å⁻¹
Net charge: +1

The geometry in XYZ format:
```
69
C28H20F6N3O5S5SiTc ωB97M-V with the def2-TZVPD basis set
Tc -1.0203 -0.8958 -1.1884
F -5.8209 -0.2533 -2.9199
C -4.9437 -1.2032 -3.1736
F -4.9107 -1.4826 -4.4580
F -5.2205 -2.2851 -2.4684
S -3.2721 -0.6186 -2.6332
O -2.3250 -1.7307 -2.8239
O -3.3123 -0.3002 -1.2069
N -3.0064 0.5973 -3.5576
S -1.7457 1.4973 -3.2075
O -1.3046 2.2601 -4.3104
O -0.6938 0.6896 -2.5420
C -2.3282 2.7102 -1.8876
F -2.0475 3.9327 -2.2949
F -3.6315 2.5848 -1.7054
F -1.6844 2.4575 -0.7606
S 4.5112 2.6237 -1.3200
C 3.6910 1.2521 -1.6788
S 2.0209 0.9601 -1.2615
C 2.1801 -0.6701 -1.8060
N 3.3887 -0.9421 -2.2997
N 4.1875 0.0997 -2.2458
C 5.5119 -0.0619 -2.7712
C 6.1578 -1.2628 -2.5103
C 7.4312 -1.4551 -3.0159
C 8.0352 -0.4636 -3.7786
C 7.3640 0.7204 -4.0477
C 6.0891 0.9319 -3.5453
S 1.0237 -1.9138 -1.7610
H 5.6715 -2.0214 -1.9140
H 7.9526 -2.3800 -2.8126
H 9.0294 -0.6205 -4.1742
H 7.8239 1.4814 -4.6623
H 5.5486 1.8347 -3.7904
O -0.3970 -0.0228 0.3126
Si -1.0364 -0.0785 1.8803
C -2.0028 1.4778 2.1995
C -3.3003 1.6172 1.7020
C -4.0066 2.7954 1.8791
C -3.4259 3.8540 2.5660
C -2.1418 3.7297 3.0767
C -1.4380 2.5476 2.8964
C -2.1962 -1.5392 1.7177
C -2.0172 -2.4276 0.6651
C -2.8527 -3.5051 0.4282
C -3.9104 -3.7243 1.3001
C -4.1084 -2.8670 2.3751
C -3.2617 -1.7855 2.5803
C 0.3703 -0.3199 3.0623
C 1.6412 -0.6886 2.6245
C 2.6712 -0.9015 3.5279
C 2.4392 -0.7536 4.8878
C 1.1775 -0.3946 5.3420
C 0.1521 -0.1787 4.4348
H -3.7654 0.7970 1.1649
H -5.0112 2.8911 1.4877
H -3.9785 4.7736 2.7081
H -1.6912 4.5509 3.6183
H -0.4346 2.4618 3.2985
H -1.0884 -2.3989 0.0503
H -2.6719 -4.1718 -0.4047
H -4.5733 -4.5650 1.1478
H -4.9327 -3.0401 3.0541
H -3.4515 -1.1157 3.4108
H 1.8289 -0.8173 1.5636
H 3.6537 -1.1864 3.1747
H 3.2412 -0.9196 5.5950
H 0.9938 -0.2797 6.4020
H -0.8257 0.1128 4.8041
```

# 2
Below is 15 unconnected molecules or ions with the total composition C28H21BCl56F7NO3S2 at a distorted geometry, with properties calculated with ωB97M-V with the def2-TZVPD basis set.

Energy: -28650.8083 hartree
Maximum force: 1.9 eV Å⁻¹

The geometry in XYZ format:
```
119
C28H21BCl56F7NO3S2 ωB97M-V with the def2-TZVPD basis set
C 1.7370 5.2112 1.0006
C 2.4755 4.1401 0.1740
O 1.5288 3.6413 -0.7672
C 3.0658 2.9789 1.0619
O 2.4374 1.7387 0.7285
B 3.2707 0.6480 0.8908
C 3.0199 -0.3320 2.1156
C 1.5859 -0.2835 2.7320
C 0.5793 -1.1960 1.9663
S -1.0989 -0.7012 2.5546
C -2.3147 -1.2267 1.2846
S -3.0118 -2.6925 1.5007
N -2.7171 -0.4199 0.1805
C -1.6238 -0.1105 -0.7454
C -0.8024 1.1585 -0.3840
O -1.5891 2.2985 -0.0248
C -2.9791 2.0617 -0.0933
C -3.4527 0.7891 0.6201
C 4.4342 0.4640 -0.2442
F 4.0444 1.0964 -1.3842
F 5.5723 1.1132 0.1791
C 4.8657 -0.9886 -0.5446
F 5.9605 -0.9281 -1.3477
F 5.2764 -1.6360 0.5555
C 3.8214 -1.8158 -1.3357
F 4.3614 -3.0356 -1.5575
F 3.6022 -1.2859 -2.5257
F 2.6976 -2.0247 -0.6619
H 0.6528 5.0579 1.0363
H 2.1487 5.2315 2.0224
H 1.9268 6.2112 0.5791
H 3.2613 4.6502 -0.4067
H 2.0048 3.0996 -1.4069
H 2.8031 3.2326 2.1020
H 4.1544 2.9914 0.9024
H 3.1715 -1.3809 1.8000
H 3.7938 -0.0853 2.8680
H 1.6791 -0.7532 3.7264
H 1.2018 0.7398 2.8339
H 0.6667 -1.0538 0.8754
H 0.7804 -2.2568 2.1635
H -1.9825 -0.0233 -1.7813
H -0.9279 -0.9677 -0.7257
H -0.1293 0.9509 0.4567
H -0.1958 1.4421 -1.2642
H -3.4632 2.9045 0.4282
H -3.3158 2.1309 -1.1452
H -3.4226 0.8579 1.7175
H -4.5104 0.6450 0.3256
C 5.1481 -6.6114 0.0608
Cl 5.4758 -7.3308 -1.5273
Cl 6.3641 -7.1933 1.2095
Cl 5.2139 -4.8455 -0.0188
Cl 3.5367 -7.1037 0.6033
C -2.1627 6.7002 -1.3148
Cl -3.1487 5.2322 -1.2845
Cl -0.6610 6.3858 -2.1919
Cl -3.0581 7.9970 -2.1206
Cl -1.7847 7.1879 0.3452
C -4.8985 10.6913 -4.4552
Cl -4.3876 9.2031 -5.2644
Cl -3.8624 12.0292 -4.9720
Cl -6.5783 11.0465 -4.8791
Cl -4.7640 10.4885 -2.7013
C -6.5671 -4.5992 0.2186
Cl -6.1761 -5.1340 -1.4224
Cl -5.2965 -5.1447 1.3204
Cl -6.6643 -2.8338 0.2536
Cl -8.1208 -5.2864 0.7169
C -4.3539 -4.7514 -5.1493
Cl -5.1520 -3.2500 -4.6619
Cl -2.6025 -4.5027 -5.1948
Cl -4.7377 -6.0246 -3.9833
Cl -4.9250 -5.2323 -6.7524
C 5.3195 -3.9273 -5.3169
Cl 3.6053 -3.5205 -5.4874
Cl 5.9785 -4.3656 -6.9003
Cl 6.2019 -2.5342 -4.6804
Cl 5.4929 -5.2944 -4.2084
C 9.4269 -8.3200 3.9277
Cl 8.2963 -7.8095 5.1896
Cl 10.9888 -8.7366 4.6515
Cl 8.7740 -9.7335 3.0878
Cl 9.6501 -7.0004 2.7715
C -0.0297 -5.5345 0.3183
Cl 0.3141 -7.0761 -0.4821
Cl 1.1327 -4.3214 -0.2258
Cl -1.6654 -5.0071 -0.0923
Cl 0.1059 -5.7382 2.0698
C -3.0891 11.7568 0.6024
Cl -4.1054 10.3117 0.7210
Cl -1.6342 11.3774 -0.3290
Cl -3.9894 13.0482 -0.2057
Cl -2.6345 12.2813 2.2289
C -10.1207 11.9378 -6.5178
Cl -9.6039 10.4478 -7.3191
Cl -9.0802 13.2737 -7.0295
Cl -11.7975 12.2933 -6.9543
Cl -9.9972 11.7352 -4.7640
C 0.2481 -8.6530 4.9917
Cl 0.5502 -9.2184 3.3430
Cl 1.5420 -9.2188 6.0566
Cl 0.2035 -6.8830 5.0091
Cl -1.3028 -9.2854 5.5583
C -7.1859 -8.6360 -6.1067
Cl -7.4988 -7.7725 -7.6195
Cl -8.2209 -10.0687 -6.0240
Cl -5.4883 -9.1314 -6.0502
Cl -7.5373 -7.5745 -4.7359
C 9.3776 -7.3534 9.2447
Cl 7.6560 -6.9657 9.0924
Cl 10.0582 -7.6269 7.6369
Cl 10.2176 -6.0056 10.0261
Cl 9.5673 -8.8144 10.2246
C -2.1229 8.8513 4.8877
Cl -1.7958 8.3227 3.2296
Cl -0.7606 8.4068 5.9260
Cl -2.3325 10.6057 4.9040
Cl -3.5957 8.0724 5.4799
```